{
  "formula": "C5H8O",
  "method": "the ωB97M-V functional and the def2-TZVPD basis",
  "largest_force_ha_per_bohr": 0.020,
  "total_energy_ev": -7357.4337,
  "e_above_lowest_kcal_mol": 111.2,
  "homo_energy_ha": -0.2984,
  "gap_ha": 0.325,
  "total_charge": 0,
  "species": ["H", "H", "H", "H", "C", "O", "C", "C", "H", "C", "C", "H", "H", "H"],
  "xyz": [[-0.823, 1.174, 1.071], [-1.897, -0.250, 1.384], [1.874, -1.143, -0.489], [0.437, -0.989, -1.509], [0.102, -0.696, 0.705], [-1.812, 0.178, -0.644], [1.018, 0.904, -0.374], [-1.198, -0.015, 0.574], [-1.638, -0.612, -1.173], [0.917, -0.627, -0.587], [0.378, 0.782, 1.049], [2.048, 1.289, -0.359], [0.154, -1.514, 1.416], [0.440, 1.520, -1.064]]
}

---

{
  "formula": "C5H8O",
  "method": "the ωB97M-V functional and the def2-TZVPD basis",
  "largest_force_ha_per_bohr": 0.057,
  "total_energy_ev": -7357.8765,
  "e_above_lowest_kcal_mol": 101.0,
  "homo_energy_ha": -0.3220,
  "gap_ha": 0.341,
  "total_charge": 0,
  "species": ["C", "C", "O", "H", "C", "C", "H", "H", "H", "H", "C", "H", "H", "H"],
  "xyz": [[-0.232, -0.850, 0.544], [-1.616, -0.459, 0.964], [-0.246, -0.389, -1.538], [2.258, 1.534, -0.019], [0.843, 0.058, 0.689], [1.439, 0.820, -0.211], [0.066, -1.893, 0.736], [-2.116, -0.537, 0.002], [-2.107, -1.113, 1.692], [-1.687, 0.579, 1.304], [0.716, 0.568, -1.660], [0.337, 1.582, -1.926], [1.544, 0.325, -2.365], [0.801, -0.226, 1.786]]
}

---

{
  "formula": "C5H8O",
  "method": "the ωB97M-V functional and the def2-TZVPD basis",
  "largest_force_ha_per_bohr": 0.025,
  "total_energy_ev": -7357.4253,
  "e_above_lowest_kcal_mol": 111.4,
  "homo_energy_ha": [-0.2989, -0.2979],
  "gap_ha": [0.277, 0.288],
  "total_charge": 0,
  "species": ["H", "C", "O", "H", "H", "H", "H", "C", "C", "H", "H", "C", "H", "C"],
  "xyz": [[0.187, 0.781, 1.840], [0.080, 1.235, -0.320], [0.778, -1.206, 1.340], [-1.230, -1.184, -1.357], [1.158, -0.076, -1.770], [0.503, 2.230, -0.156], [-1.436, -2.182, 0.212], [-0.846, -1.498, -0.389], [-0.404, 0.569, 0.955], [-0.744, 1.284, -1.035], [-1.454, 0.411, 1.156], [1.062, 0.118, -0.698], [2.044, 0.265, -0.246], [0.318, -0.951, 0.151]]
}

---

{
  "formula": "C5H8O",
  "method": "the ωB97M-V functional and the def2-TZVPD basis",
  "smiles": "C1CC1[C@H]1CO1",
  "largest_force_ha_per_bohr": 0.008,
  "total_energy_ev": -7359.5321,
  "e_above_lowest_kcal_mol": 62.8,
  "homo_energy_ha": -0.3669,
  "gap_ha": 0.409,
  "total_charge": 0,
  "species": ["H", "H", "H", "C", "H", "C", "H", "C", "H", "C", "O", "H", "H", "C"],
  "xyz": [[0.521, -0.486, -1.642], [-0.943, -1.970, -0.370], [-2.086, 1.300, 1.062], [-1.227, 1.759, 0.579], [1.179, -0.432, 1.348], [1.006, -0.986, -0.803], [-1.447, 2.610, -0.073], [0.525, -0.373, 0.481], [2.035, -1.298, -0.982], [0.037, -1.748, 0.041], [-0.075, 1.919, 1.389], [0.566, 1.501, -0.551], [0.443, -2.566, 0.638], [0.018, 1.042, 0.276]]
}

---

{
  "formula": "C5H8O2",
  "method": "the ωB97M-V functional and the def2-TZVPD basis",
  "smiles": "C[C@@]12C[C@]1(O)CO2",
  "largest_force_ha_per_bohr": 0.072,
  "total_energy_ev": -9405.3794,
  "e_above_lowest_kcal_mol": 102.7,
  "homo_energy_ha": -0.2856,
  "gap_ha": 0.311,
  "total_charge": 0,
  "species": ["H", "H", "C", "O", "H", "H", "C", "H", "O", "C", "H", "C", "H", "C", "H"],
  "xyz": [[1.508, -2.216, -0.141], [0.674, -0.068, -1.958], [-0.105, -0.285, -1.211], [-1.426, 0.240, 0.624], [-0.191, 2.673, -0.591], [-1.407, -1.888, 0.534], [-0.231, 0.589, -0.068], [-0.850, -0.996, -1.519], [1.593, -1.267, -0.057], [-0.916, -1.047, 1.043], [0.301, 2.246, 1.084], [0.420, -0.674, 0.376], [-1.093, -1.152, 2.125], [0.337, 1.952, 0.035], [1.386, 1.894, -0.275]]
}

---

{
  "formula": "C5H8O2",
  "method": "the ωB97M-V functional and the def2-TZVPD basis",
  "largest_force_ha_per_bohr": 0.020,
  "total_energy_ev": -9404.3622,
  "e_above_lowest_kcal_mol": 126.1,
  "homo_energy_ha": [-0.2941, -0.2806],
  "gap_ha": [0.323, 0.299],
  "total_charge": 0,
  "species": ["H", "C", "H", "H", "O", "H", "C", "H", "H", "H", "O", "H", "C", "C", "C"],
  "xyz": [[-0.977, 0.678, -1.516], [0.770, -0.930, -1.515], [0.956, 0.058, 1.092], [0.260, 2.774, 0.740], [-1.094, -1.253, -0.730], [1.072, -1.463, -2.423], [0.332, 0.937, 1.237], [0.072, -2.966, -0.632], [-1.436, 1.759, 2.082], [1.560, -0.244, -1.194], [0.844, 2.018, 0.586], [-1.100, -0.044, 2.394], [-0.793, 0.893, 1.944], [0.122, -1.881, -0.524], [-0.587, -0.335, -1.540]]
}

---

{
  "formula": "C5H8O2",
  "method": "the ωB97M-V functional and the def2-TZVPD basis",
  "largest_force_ha_per_bohr": 0.016,
  "total_energy_ev": -9408.0901,
  "e_above_lowest_kcal_mol": 40.2,
  "homo_energy_ha": -0.3570,
  "gap_ha": 0.395,
  "total_charge": 0,
  "species": ["C", "C", "H", "H", "C", "H", "C", "H", "O", "H", "C", "H", "H", "O", "H"],
  "xyz": [[-0.358, -1.019, 0.154], [-0.762, 0.724, -0.607], [-0.433, -2.098, 0.298], [-1.410, 0.433, 1.566], [0.641, 1.067, -0.065], [-1.289, 1.434, -1.249], [-1.439, -0.013, 0.567], [1.642, -1.034, -1.217], [2.027, -0.893, -0.334], [1.325, -0.395, 1.501], [0.999, -0.347, 0.455], [1.403, 1.201, -0.834], [0.640, 1.878, 0.677], [-0.537, -0.580, -1.227], [-2.444, -0.371, 0.318]]
}

---

{
  "formula": "C5H8O2",
  "method": "the ωB97M-V functional and the def2-TZVPD basis",
  "smiles": "C[C@@H]1[C@H](O)[C@@H]2O[C@H]12",
  "largest_force_ha_per_bohr": 0.007,
  "total_energy_ev": -9407.4290,
  "e_above_lowest_kcal_mol": 55.4,
  "homo_energy_ha": -0.3599,
  "gap_ha": 0.397,
  "total_charge": 0,
  "species": ["O", "O", "C", "H", "H", "H", "C", "H", "H", "H", "C", "H", "H", "C", "C"],
  "xyz": [[1.300, 1.336, -0.035], [-0.552, 0.762, 1.742], [1.102, 0.112, -0.757], [0.019, -1.173, 1.752], [-1.562, -0.132, -2.061], [1.688, 0.013, -1.666], [1.531, 0.099, 0.642], [-0.206, 1.561, 1.306], [-0.062, -1.617, -0.580], [-2.328, -0.890, -0.661], [-1.580, -0.150, -0.965], [-1.915, 0.826, -0.603], [2.506, -0.079, 1.083], [-0.231, -0.548, -0.400], [0.115, -0.293, 1.114]]
}

---

{
  "formula": "C5H8O2",
  "method": "the ωB97M-V functional and the def2-TZVPD basis",
  "smiles": "C#C[C@](C)(O)CO",
  "largest_force_ha_per_bohr": 0.011,
  "total_energy_ev": -9407.5745,
  "e_above_lowest_kcal_mol": 52.1,
  "homo_energy_ha": -0.3807,
  "gap_ha": 0.412,
  "total_charge": 0,
  "species": ["C", "H", "O", "H", "C", "H", "H", "C", "C", "H", "H", "O", "H", "C", "H"],
  "xyz": [[-0.754, 0.951, 0.356], [3.421, 0.634, -0.114], [-0.532, 1.992, -0.576], [-0.774, 0.318, -1.887], [1.285, -0.133, -0.248], [-0.305, 1.173, 1.332], [-0.272, -2.488, 0.133], [2.417, 0.281, -0.187], [-0.184, -0.365, -0.204], [0.430, 2.100, -0.645], [-1.837, 0.859, 0.466], [-0.725, -0.568, -1.490], [-1.629, -1.581, 0.827], [-0.548, -1.568, 0.655], [-0.027, -1.537, 1.617]]
}

---

{
  "formula": "C5H8O2",
  "method": "the ωB97M-V functional and the def2-TZVPD basis",
  "smiles": "C=C1CC(=O)C1.O",
  "largest_force_ha_per_bohr": 0.011,
  "total_energy_ev": -9408.0899,
  "e_above_lowest_kcal_mol": 40.2,
  "homo_energy_ha": -0.3649,
  "gap_ha": 0.385,
  "total_charge": 0,
  "species": ["C", "C", "H", "O", "H", "H", "H", "H", "H", "C", "C", "O", "C", "H", "H"],
  "xyz": [[1.082, 0.844, 0.945], [0.585, -0.469, 0.359], [2.094, -1.193, -0.932], [-0.306, 0.419, -2.598], [0.590, -2.262, -0.756], [-0.913, -0.315, -2.760], [-1.001, -1.306, 1.727], [2.080, 0.859, 1.392], [0.986, 1.693, 0.254], [-0.109, 0.757, 1.911], [-0.718, -0.426, 1.143], [-0.412, 1.339, 2.913], [1.120, -1.354, -0.475], [0.099, 0.178, -1.747], [-1.574, -0.106, 0.533]]
}

---

{
  "formula": "C5H8O2",
  "method": "the ωB97M-V functional and the def2-TZVPD basis",
  "largest_force_ha_per_bohr": 0.069,
  "total_energy_ev": -9402.9666,
  "e_above_lowest_kcal_mol": 158.3,
  "homo_energy_ha": [-0.2916, -0.2758],
  "gap_ha": [0.317, 0.303],
  "total_charge": 0,
  "species": ["C", "C", "C", "H", "H", "O", "H", "H", "C", "O", "H", "H", "H", "H", "C"],
  "xyz": [[2.168, 0.602, -0.220], [-0.252, -0.497, -0.460], [-2.539, 0.279, 0.520], [-0.547, 1.553, 0.369], [-3.434, 0.764, 0.054], [-0.835, 0.245, -1.475], [1.980, 1.397, -0.958], [-2.557, 0.676, 1.504], [3.074, 0.006, 0.460], [-0.359, -1.807, -0.408], [0.049, -2.245, -1.168], [-2.740, -0.882, 0.353], [4.088, 0.264, 0.494], [2.970, -0.942, 0.935], [-1.068, 0.587, 0.000]]
}

---

{
  "formula": "C5H8O2",
  "method": "the ωB97M-V functional and the def2-TZVPD basis",
  "largest_force_ha_per_bohr": 0.061,
  "total_energy_ev": -9405.9600,
  "e_above_lowest_kcal_mol": 89.3,
  "homo_energy_ha": -0.3407,
  "gap_ha": 0.359,
  "total_charge": 0,
  "species": ["O", "C", "C", "C", "H", "H", "H", "H", "C", "H", "H", "H", "C", "O", "H"],
  "xyz": [[-0.869, 0.482, 2.241], [1.074, 0.210, 0.632], [-0.288, 0.856, 1.017], [-0.908, 0.282, -0.300], [1.923, 0.883, 0.525], [-1.632, -0.521, -0.076], [-1.385, 0.985, -0.979], [-0.788, -0.475, 2.352], [0.501, -0.234, -0.708], [-0.275, 1.950, 1.046], [0.244, -1.591, -2.312], [1.373, -0.616, 1.293], [0.910, -1.396, -1.442], [1.827, -2.119, -1.073], [1.298, -0.119, -1.960]]
}

---

{
  "formula": "C5H8O2",
  "method": "the ωB97M-V functional and the def2-TZVPD basis",
  "smiles": "C=C(O)[C@@H]1CC1=O.[H][H]",
  "largest_force_ha_per_bohr": 0.012,
  "total_energy_ev": -9406.4785,
  "e_above_lowest_kcal_mol": 77.3,
  "homo_energy_ha": -0.3218,
  "gap_ha": 0.348,
  "total_charge": 0,
  "species": ["H", "C", "H", "H", "H", "O", "O", "H", "H", "C", "C", "H", "C", "C", "H"],
  "xyz": [[-0.602, -1.165, 1.891], [1.308, 0.749, -1.242], [-1.326, 0.370, -0.751], [-2.285, -0.647, 1.364], [2.409, -0.482, 0.561], [1.466, -0.646, 0.692], [-1.231, -2.779, -0.746], [-0.485, 2.943, 0.779], [0.681, 1.194, -2.005], [-0.683, -0.325, -0.216], [0.768, -0.017, -0.293], [2.378, 0.928, -1.301], [-1.289, -0.969, 1.071], [-1.124, -1.742, -0.159], [0.013, 2.588, 0.355]]
}

---

{
  "formula": "C5H8O2",
  "method": "the ωB97M-V functional and the def2-TZVPD basis",
  "largest_force_ha_per_bohr": 0.026,
  "total_energy_ev": -9408.5296,
  "e_above_lowest_kcal_mol": 30.0,
  "homo_energy_ha": -0.3648,
  "gap_ha": 0.402,
  "total_charge": 0,
  "species": ["O", "C", "C", "C", "C", "H", "O", "H", "H", "H", "C", "H", "H", "H", "H"],
  "xyz": [[-0.683, -0.163, 1.931], [-0.495, -0.397, -1.673], [-0.767, 0.520, 0.686], [0.434, 1.436, 0.492], [-0.993, -0.465, -0.441], [0.165, 0.406, -1.993], [2.078, -2.617, -0.706], [0.515, 2.117, 1.344], [0.217, -0.505, 2.010], [0.352, 2.034, -0.421], [1.875, -1.903, 0.153], [-1.651, -1.291, -0.170], [1.356, 0.844, 0.429], [-1.673, 1.134, 0.777], [-0.730, -1.152, -2.418]]
}

---

{
  "formula": "C5H8O2",
  "method": "the ωB97M-V functional and the def2-TZVPD basis",
  "smiles": "O=C1CC[C@@H]1CO",
  "largest_force_ha_per_bohr": 0.013,
  "total_energy_ev": -9408.5192,
  "e_above_lowest_kcal_mol": 30.3,
  "homo_energy_ha": -0.3525,
  "gap_ha": 0.383,
  "total_charge": 0,
  "species": ["H", "C", "H", "O", "O", "C", "C", "H", "H", "H", "C", "H", "C", "H", "H"],
  "xyz": [[-0.748, 2.103, -0.101], [-0.905, -0.900, 0.084], [-2.620, -0.041, -1.038], [2.630, -0.189, 0.585], [-0.945, -2.100, 0.139], [-0.717, 1.113, -0.558], [-1.919, 0.188, -0.236], [1.610, -1.396, -0.722], [0.393, 0.396, 1.161], [-2.489, 0.479, 0.650], [0.246, 0.089, 0.120], [2.444, -0.843, 1.270], [1.615, -0.350, -0.393], [-0.560, 1.225, -1.634], [1.913, 0.244, -1.256]]
}

---

{
  "formula": "C5H8O2",
  "method": "the ωB97M-V functional and the def2-TZVPD basis",
  "largest_force_ha_per_bohr": 0.080,
  "total_energy_ev": -9405.5894,
  "e_above_lowest_kcal_mol": 97.8,
  "homo_energy_ha": [-0.3508, -0.3508],
  "gap_ha": [0.344, 0.344],
  "total_charge": 0,
  "species": ["C", "H", "C", "H", "H", "C", "H", "O", "C", "O", "H", "C", "H", "H", "H"],
  "xyz": [[-0.669, 0.017, 0.161], [0.566, -0.824, 1.852], [0.303, 0.985, -0.459], [0.017, 1.109, -1.509], [0.179, -1.882, 0.445], [0.386, -0.862, 0.774], [-2.405, -0.276, 1.487], [-1.321, -0.700, -0.869], [-1.983, 0.283, 0.643], [1.785, -0.875, -1.227], [-2.483, 1.243, 0.465], [1.380, -0.091, -0.134], [2.238, 0.316, 0.403], [1.553, -0.409, -2.036], [0.456, 1.964, 0.005]]
}

---

{
  "formula": "C5H8O2",
  "method": "the ωB97M-V functional and the def2-TZVPD basis",
  "smiles": "O[C@H]1C[C@]2(CO2)C1",
  "largest_force_ha_per_bohr": 0.007,
  "total_energy_ev": -9407.5361,
  "e_above_lowest_kcal_mol": 52.9,
  "homo_energy_ha": -0.3743,
  "gap_ha": 0.408,
  "total_charge": 0,
  "species": ["H", "C", "H", "H", "H", "H", "O", "C", "C", "H", "C", "C", "H", "O", "H"],
  "xyz": [[1.865, -0.714, -1.975], [-0.747, -0.494, -0.676], [-2.066, 1.375, 0.442], [-1.452, -1.215, 1.332], [-0.730, -1.541, -1.005], [0.163, 1.293, 1.412], [1.213, 1.112, -1.105], [0.253, 0.248, 1.126], [-1.166, -0.294, 0.809], [0.845, -0.291, 1.869], [1.881, -0.146, -1.043], [0.624, 0.075, -0.344], [2.818, -0.163, -0.489], [-2.200, 0.635, 1.044], [-1.299, 0.121, -1.398]]
}

---

{
  "formula": "C5H8O2",
  "method": "the ωB97M-V functional and the def2-TZVPD basis",
  "largest_force_ha_per_bohr": 0.072,
  "total_energy_ev": -9404.8664,
  "e_above_lowest_kcal_mol": 114.5,
  "homo_energy_ha": -0.3095,
  "gap_ha": 0.333,
  "total_charge": 0,
  "species": ["C", "H", "H", "H", "C", "O", "H", "H", "H", "C", "C", "C", "O", "H", "H"],
  "xyz": [[0.903, -0.307, -0.777], [-1.761, -1.011, 0.823], [0.126, 0.907, 1.761], [1.255, 1.838, -0.166], [-0.422, 0.793, 0.820], [-0.308, 1.748, -1.420], [-1.303, 1.437, 0.841], [0.085, -2.635, 0.532], [-0.837, 1.056, -1.845], [-0.752, -0.677, 0.545], [0.428, -1.579, 0.668], [0.458, 1.125, -0.391], [-0.508, -0.916, -0.872], [1.297, -1.468, 1.260], [1.315, -0.300, -1.812]]
}

---

{
  "formula": "C5H8O2",
  "method": "the ωB97M-V functional and the def2-TZVPD basis",
  "largest_force_ha_per_bohr": 0.009,
  "total_energy_ev": -9407.0218,
  "e_above_lowest_kcal_mol": 64.8,
  "homo_energy_ha": -0.3413,
  "gap_ha": 0.375,
  "total_charge": 0,
  "species": ["C", "H", "C", "C", "H", "H", "H", "H", "C", "C", "O", "H", "H", "O", "H"],
  "xyz": [[-1.375, 0.168, 0.052], [0.222, 0.220, 2.105], [-0.559, 0.276, -1.181], [1.035, -1.481, 0.105], [-0.373, 2.163, -1.073], [-2.356, -0.275, 0.218], [-0.782, -0.474, -1.940], [1.095, -2.078, -0.804], [0.251, 0.721, 1.126], [0.098, -0.314, 0.044], [-1.043, 1.298, 0.868], [1.106, 1.410, 1.078], [2.028, -1.013, 0.179], [-0.237, 1.494, -1.762], [0.889, -2.117, 0.986]]
}

---

{
  "formula": "C5H8O2",
  "method": "the ωB97M-V functional and the def2-TZVPD basis",
  "largest_force_ha_per_bohr": 0.007,
  "total_energy_ev": -9402.8977,
  "e_above_lowest_kcal_mol": 159.9,
  "homo_energy_ha": [-0.2544, -0.2544],
  "gap_ha": [0.245, 0.245],
  "total_charge": 0,
  "species": ["H", "O", "C", "H", "C", "C", "H", "H", "H", "H", "C", "H", "H", "C", "O"],
  "xyz": [[0.010, -0.973, 2.388], [-1.484, -0.187, 0.298], [0.393, -0.038, 1.972], [-1.448, -0.462, -1.799], [-1.177, -0.994, -0.868], [0.295, -1.147, -0.374], [1.485, -0.123, 1.923], [1.368, 1.555, -0.189], [0.118, 0.802, 2.616], [-1.746, -1.931, -0.833], [0.466, 0.983, -0.384], [1.668, -0.850, -1.997], [-0.149, 1.335, -1.206], [-0.105, 0.055, 0.557], [1.419, -0.403, -1.180]]
}